1.
Molecular formula: C16H32N5O10P4Ti
Method: DFT, ωB97M-V/def2-TZVPD

Computed properties:
Expectation value of S²   0.753
Frontier orbital gap (alpha / beta)   7.67 / 7.72 eV
LUMO level (alpha / beta)   0.006 / 0.006 hartree
HOMO level (alpha / beta)   -0.2757 / -0.2776 Ha
Strongest force on any atom   1.0 eV/Å
Charge   0
Spin multiplicity   2

Atoms and positions in Å:
1 Ti 0.2283 -0.6488 0.5457
2 C 1.4733 0.5422 -2.5102
3 N 2.4286 1.4262 -1.8523
4 C 2.4997 2.7638 -2.4085
5 P 2.8584 1.1512 -0.2949
6 O 2.1682 -0.0170 0.3065
7 O 2.4638 2.4897 0.5513
8 P 0.9588 2.7543 1.1639
9 O 0.1008 1.5748 0.9658
10 N 1.1782 3.1369 2.7495
11 C 1.1539 2.0571 3.7295
12 C 2.0674 4.2323 3.0921
13 N 0.4672 4.0525 0.2776
14 C 1.3028 5.1732 -0.0989
15 C -0.9584 4.3612 0.3256
16 N 4.4750 1.0218 -0.1597
17 C 5.4242 1.4588 -1.1669
18 C 5.0289 0.8698 1.1794
19 H 1.7336 0.4686 -3.5671
20 H 0.4487 0.9142 -2.4101
21 H 1.5378 -0.4533 -2.0723
22 H 2.7090 2.6926 -3.4770
23 H 3.3069 3.3225 -1.9364
24 H 1.5582 3.3008 -2.2609
25 H 0.3160 1.4018 3.5173
26 H 1.0077 2.5015 4.7125
27 H 2.0899 1.4870 3.7323
28 H 1.9294 5.0649 2.4023
29 H 3.1212 3.9289 3.0749
30 H 1.8220 4.5812 4.0963
31 H 2.3514 4.8817 -0.0857
32 H 1.1636 6.0321 0.5675
33 H 1.0408 5.4917 -1.1118
34 H -1.5229 3.4513 0.5239
35 H -1.2581 4.7570 -0.6466
36 H -1.1792 5.1043 1.0975
37 H 4.9600 1.4093 -2.1497
38 H 6.2789 0.7821 -1.1507
39 H 5.7747 2.4793 -0.9788
40 H 4.2860 0.4017 1.8242
41 H 5.3231 1.8364 1.6013
42 H 5.9031 0.2214 1.1240
43 O -3.2446 -1.5885 -0.7382
44 P -2.5460 -0.3922 0.0490
45 O -3.4017 0.7663 0.2811
46 O -1.1898 -0.2292 -0.6639
47 O -2.0986 -1.1833 1.4116
48 P -1.3756 -0.7535 2.8176
49 O -1.8194 -1.9435 3.7731
50 O -1.7798 0.5503 3.3275
51 O 0.1140 -0.9856 2.4561
52 H -4.1980 -1.5906 -0.5868
53 H -1.4268 -2.7890 3.5239
54 C 0.2950 -2.7707 -0.0463
55 C 1.7319 -2.9254 -0.2104
56 C 2.3417 -2.7889 -1.4799
57 C 3.7018 -2.6543 -1.6170
58 C 4.5263 -2.6982 -0.4845
59 C 3.9544 -2.9197 0.7773
60 C 2.5924 -3.0508 0.9038
61 C 5.9077 -2.4624 -0.6117
62 N 7.0299 -2.2110 -0.7021
63 H -0.1211 -3.3396 0.7902
64 H -0.2766 -2.9506 -0.9605
65 H 1.7118 -2.7823 -2.3631
66 H 4.1447 -2.5327 -2.5963
67 H 4.5919 -2.9948 1.6489
68 H 2.1604 -3.2086 1.8871


2.
Molecular formula: C19H54N4O8
Method: DFT, ωB97M-V/def2-TZVPD

Computed properties:
Frontier orbital gap   9.52 eV
LUMO level   0.015 hartree
HOMO level   -0.3350 Ha
Strongest force on any atom   5.9 eV/Å
Charge   0
SMILES   NC(N)=O.NC(N)=O.CC(C)O.CC(C)O.CC(C)O.CC(C)O.CC(C)O.CCO

Atoms and positions in Å:
1 C 2.1364 -0.4236 -4.2259
2 C 2.0131 1.0356 -4.7018
3 C 0.5344 1.4493 -5.0231
4 O 2.3945 1.7629 -3.5462
5 H 1.6522 -0.9859 -5.0244
6 H 1.4351 -0.5087 -3.3958
7 H 3.1140 -0.9020 -4.1678
8 H 2.6466 1.2395 -5.5650
9 H -0.1510 1.1965 -4.2141
10 H 0.1596 1.0197 -5.9521
11 H 0.4662 2.5361 -5.0719
12 H 1.6493 2.2962 -3.2602
13 C -0.1889 4.2912 0.0447
14 C 0.6593 4.0562 -1.2179
15 C 2.1785 3.9773 -1.0969
16 O 0.1901 3.0906 -2.0090
17 H -1.1979 4.5391 -0.2846
18 H 0.2239 5.1339 0.5993
19 H -0.3275 3.3509 0.5783
20 H 0.4028 4.9545 -1.7794
21 H 2.4735 3.0151 -0.6782
22 H 2.4765 4.8061 -0.4547
23 H 2.5917 4.0368 -2.1038
24 H -0.7591 3.2283 -1.9683
25 C -2.1393 -1.1419 4.6279
26 C -1.2010 -0.3261 3.6862
27 C -2.0280 0.6946 2.7966
28 O -0.4627 0.4919 4.5226
29 H -2.7747 -0.5086 5.2470
30 H -1.5238 -1.6855 5.3446
31 H -2.7005 -1.9383 4.1391
32 H -0.6309 -0.9699 3.0164
33 H -2.8643 1.2045 3.2749
34 H -2.3884 0.0768 1.9741
35 H -1.3310 1.4687 2.4757
36 H 0.2145 0.0118 5.0048
37 C -0.8228 -4.5867 0.8048
38 C -0.3927 -5.1470 2.1032
39 C -0.9166 -6.5085 2.3341
40 O 1.0255 -5.1899 2.1313
41 H -1.8147 -4.9422 0.5258
42 H -0.2265 -4.7570 -0.0915
43 H -0.7677 -3.5175 1.0094
44 H -0.8262 -4.4324 2.8029
45 H -0.4563 -7.0425 3.1654
46 H -0.6086 -7.1220 1.4874
47 H -1.9964 -6.5176 2.4824
48 H 1.3650 -4.3255 1.8877
49 C -3.7482 2.6559 -0.5640
50 C -4.1733 2.2281 -1.9982
51 C -5.1743 3.1366 -2.7008
52 O -2.9771 2.2577 -2.7509
53 H -4.6878 2.6501 -0.0115
54 H -3.2984 3.6485 -0.5841
55 H -2.9698 2.0322 -0.1246
56 H -4.4839 1.1835 -1.9769
57 H -4.9647 4.2055 -2.6589
58 H -6.1500 2.9183 -2.2668
59 H -5.1798 2.9103 -3.7671
60 H -3.1925 1.6769 -3.4843
61 C -0.3851 -0.9338 -0.2472
62 C -0.1499 0.3544 -0.9925
63 O 1.1543 0.8206 -0.7195
64 H -1.2773 -1.4519 -0.5988
65 H -0.3679 -0.7243 0.8223
66 H 0.3752 -1.6877 -0.4515
67 H -0.7906 1.1132 -0.5433
68 H -0.3699 0.2685 -2.0566
69 H 1.1078 1.7120 -1.0729
70 C 3.2837 0.5588 3.0768
71 O 3.6081 1.2545 3.9948
72 N 2.4468 -0.4281 3.2721
73 N 3.5584 0.7776 1.8199
74 H 2.1384 -0.4612 4.2333
75 H 2.0710 -1.1050 2.6235
76 H 2.9427 0.4222 1.1025
77 H 4.2122 1.5062 1.5712
78 C 2.9539 -2.9982 0.9369
79 O 2.0364 -2.7047 1.6336
80 N 3.7728 -3.9494 1.1206
81 N 3.2682 -2.3969 -0.1757
82 H 4.3797 -4.1360 0.3352
83 H 3.6021 -4.5885 1.8839
84 H 2.7958 -1.5130 -0.3011
85 H 4.1274 -2.6978 -0.6131


3.
Molecular formula: C7H9N
Method: DFT, ωB97M-V/def2-TZVPD

Computed properties:
Frontier orbital gap   9.58 eV
LUMO level   0.024 hartree
HOMO level   -0.3282 Ha
Strongest force on any atom   4.8 eV/Å
Charge   0
SMILES   c1ccncc1.C=C

Atoms and positions in Å:
1 C 0.5921 -1.1619 1.1997
2 C 1.7840 -1.4526 1.6736
3 C -0.1915 0.6318 -2.1911
4 C -1.5217 0.5125 -1.7080
5 C -1.8294 0.5816 -0.3401
6 C -0.7260 0.8595 0.4869
7 C 0.5019 1.1299 -0.0287
8 H 0.3192 -0.1818 0.8300
9 H -0.2362 -1.8839 1.1181
10 H 2.5966 -0.7611 1.7836
11 H 2.0135 -2.4770 1.8973
12 H 0.2536 0.4339 -3.1898
13 H -2.1694 0.0414 -2.4172
14 H -2.8051 0.7182 0.1541
15 H -0.8153 0.8068 1.4958
16 H 1.4234 1.2268 0.5981
17 N 0.8105 0.9759 -1.3623


4.
Molecular formula: C35H27AsFeN4S
Method: DFT, ωB97M-V/def2-TZVPD

Computed properties:
Expectation value of S²   1.030
Frontier orbital gap (alpha / beta)   4.97 / 5.81 eV
LUMO level (alpha / beta)   -0.181 / -0.159 hartree
HOMO level (alpha / beta)   -0.3638 / -0.3723 Ha
Strongest force on any atom   1.2 eV/Å
Charge   +1
Spin multiplicity   2

Atoms and positions in Å:
1 Fe 0.1616 -1.8590 -0.1585
2 C 0.5252 -0.0299 -5.2241
3 C 1.8433 -0.0332 -4.7795
4 C 2.1490 -0.3254 -3.4622
5 C 1.1243 -0.6031 -2.5523
6 C -0.2004 -0.6116 -3.0073
7 C -0.4931 -0.3341 -4.3363
8 N 1.3601 -0.8795 -1.2045
9 C 2.3913 -0.3638 -0.4707
10 C 3.1407 0.7991 -0.7019
11 C 4.0863 1.1812 0.2312
12 C 4.3357 0.4500 1.4028
13 C 3.6013 -0.6807 1.6682
14 C 2.6238 -1.0442 0.7429
15 N 1.7602 -2.1255 0.8155
16 N 2.0534 -3.1894 1.3915
17 C 1.0746 -4.1547 1.1427
18 C 1.1592 -5.4092 1.7065
19 C 0.1875 -6.3388 1.3739
20 C -0.8200 -5.9825 0.4920
21 C -0.8450 -4.6990 -0.0188
22 N 0.0901 -3.7970 0.2966
23 H 0.3006 0.1996 -6.2572
24 H 2.6453 0.1798 -5.4750
25 H 3.1800 -0.3694 -3.1394
26 H -1.0098 -0.8096 -2.3099
27 H -1.5230 -0.3391 -4.6687
28 H 2.9631 1.4024 -1.5776
29 H 4.6514 2.0872 0.0513
30 H 5.0912 0.7851 2.0995
31 H 3.7428 -1.2623 2.5695
32 H 1.9749 -5.6313 2.3801
33 H 0.2181 -7.3340 1.7975
34 H -1.5934 -6.6820 0.2082
35 H -1.6279 -4.3628 -0.6830
36 S -1.9606 -1.9339 0.6869
37 C -2.9971 -0.6408 0.0551
38 C -4.3123 -0.9260 -0.2907
39 C -5.1225 0.0903 -0.7871
40 C -4.6271 1.3795 -0.9451
41 C -3.3156 1.6630 -0.5858
42 C -2.5167 0.6534 -0.0660
43 As -0.6662 0.8294 0.4124
44 C -0.6708 1.0565 2.3263
45 C 0.5600 1.2707 2.9430
46 C 0.6259 1.4139 4.3204
47 C -0.5343 1.3339 5.0813
48 C -1.7585 1.1125 4.4653
49 C -1.8302 0.9719 3.0854
50 C -0.2330 2.5980 -0.2393
51 C 0.4109 2.7687 -1.4605
52 C 0.6655 4.0480 -1.9350
53 C 0.2806 5.1541 -1.1894
54 C -0.3622 4.9826 0.0297
55 C -0.6183 3.7058 0.5093
56 H -4.6946 -1.9330 -0.1814
57 H -6.1447 -0.1341 -1.0647
58 H -5.2574 2.1606 -1.3494
59 H -2.9207 2.6641 -0.7062
60 H 1.4669 1.3317 2.3480
61 H 1.5802 1.5884 4.8008
62 H -0.4834 1.4450 6.1568
63 H -2.6612 1.0514 5.0590
64 H -2.7864 0.7984 2.6059
65 H 0.6934 1.9126 -2.0585
66 H 1.1616 4.1788 -2.8884
67 H 0.4796 6.1520 -1.5586
68 H -0.6637 5.8441 0.6113
69 H -1.1094 3.5746 1.4664


Copy entry 4 word for word.
Molecular formula: C35H27AsFeN4S
Method: DFT, ωB97M-V/def2-TZVPD

Computed properties:
Expectation value of S²   1.030
Frontier orbital gap (alpha / beta)   4.97 / 5.81 eV
LUMO level (alpha / beta)   -0.181 / -0.159 hartree
HOMO level (alpha / beta)   -0.3638 / -0.3723 Ha
Strongest force on any atom   1.2 eV/Å
Charge   +1
Spin multiplicity   2

Atoms and positions in Å:
1 Fe 0.1616 -1.8590 -0.1585
2 C 0.5252 -0.0299 -5.2241
3 C 1.8433 -0.0332 -4.7795
4 C 2.1490 -0.3254 -3.4622
5 C 1.1243 -0.6031 -2.5523
6 C -0.2004 -0.6116 -3.0073
7 C -0.4931 -0.3341 -4.3363
8 N 1.3601 -0.8795 -1.2045
9 C 2.3913 -0.3638 -0.4707
10 C 3.1407 0.7991 -0.7019
11 C 4.0863 1.1812 0.2312
12 C 4.3357 0.4500 1.4028
13 C 3.6013 -0.6807 1.6682
14 C 2.6238 -1.0442 0.7429
15 N 1.7602 -2.1255 0.8155
16 N 2.0534 -3.1894 1.3915
17 C 1.0746 -4.1547 1.1427
18 C 1.1592 -5.4092 1.7065
19 C 0.1875 -6.3388 1.3739
20 C -0.8200 -5.9825 0.4920
21 C -0.8450 -4.6990 -0.0188
22 N 0.0901 -3.7970 0.2966
23 H 0.3006 0.1996 -6.2572
24 H 2.6453 0.1798 -5.4750
25 H 3.1800 -0.3694 -3.1394
26 H -1.0098 -0.8096 -2.3099
27 H -1.5230 -0.3391 -4.6687
28 H 2.9631 1.4024 -1.5776
29 H 4.6514 2.0872 0.0513
30 H 5.0912 0.7851 2.0995
31 H 3.7428 -1.2623 2.5695
32 H 1.9749 -5.6313 2.3801
33 H 0.2181 -7.3340 1.7975
34 H -1.5934 -6.6820 0.2082
35 H -1.6279 -4.3628 -0.6830
36 S -1.9606 -1.9339 0.6869
37 C -2.9971 -0.6408 0.0551
38 C -4.3123 -0.9260 -0.2907
39 C -5.1225 0.0903 -0.7871
40 C -4.6271 1.3795 -0.9451
41 C -3.3156 1.6630 -0.5858
42 C -2.5167 0.6534 -0.0660
43 As -0.6662 0.8294 0.4124
44 C -0.6708 1.0565 2.3263
45 C 0.5600 1.2707 2.9430
46 C 0.6259 1.4139 4.3204
47 C -0.5343 1.3339 5.0813
48 C -1.7585 1.1125 4.4653
49 C -1.8302 0.9719 3.0854
50 C -0.2330 2.5980 -0.2393
51 C 0.4109 2.7687 -1.4605
52 C 0.6655 4.0480 -1.9350
53 C 0.2806 5.1541 -1.1894
54 C -0.3622 4.9826 0.0297
55 C -0.6183 3.7058 0.5093
56 H -4.6946 -1.9330 -0.1814
57 H -6.1447 -0.1341 -1.0647
58 H -5.2574 2.1606 -1.3494
59 H -2.9207 2.6641 -0.7062
60 H 1.4669 1.3317 2.3480
61 H 1.5802 1.5884 4.8008
62 H -0.4834 1.4450 6.1568
63 H -2.6612 1.0514 5.0590
64 H -2.7864 0.7984 2.6059
65 H 0.6934 1.9126 -2.0585
66 H 1.1616 4.1788 -2.8884
67 H 0.4796 6.1520 -1.5586
68 H -0.6637 5.8441 0.6113
69 H -1.1094 3.5746 1.4664


- Look up the strongest force on any atom of the second one.
  5.9 eV/Å


- Which formula does entry 2 have?
  C19H54N4O8